{"formula": "C25H30ClN5O7PdS", "method": "ωB97M-V with the def2-TZVPD basis set", "homo_energy_ev": [-8.2, -8.0], "elements": ["Pd", "C", "C", "N", "C", "C", "N", "C", "O", "O", "C", "O", "O", "H", "H", "H", "H", "H", "N", "C", "C", "C", "C", "C", "C", "S", "O", "O", "O", "H", "H", "H", "H", "H", "H", "Cl", "C", "C", "C", "C", "C", "C", "C", "H", "H", "H", "H", "H", "H", "C", "C", "N", "C", "C", "N", "C", "C", "H", "H", "H", "H", "H", "H", "H", "H", "H", "H", "H", "H", "H"], "xyz": [[-0.4195, -0.4157, -0.1886], [-2.0551, -0.5784, 3.4370], [-0.6132, -0.3219, 3.1638], [-0.0820, -0.0912, 1.9812], [1.2735, 0.1218, 2.1745], [1.5486, -0.0015, 3.5046], [0.3474, -0.2767, 4.1071], [2.7526, 0.0978, 4.3795], [3.8928, 0.3194, 3.7901], [2.5998, -0.0395, 5.5752], [2.2104, 0.4157, 1.0338], [3.4069, 0.6239, 1.3192], [1.6853, 0.4300, -0.1066], [-2.5646, -0.7793, 2.4967], [-2.5278, 0.2843, 3.9115], [-2.1892, -1.4357, 4.0980], [0.2678, -0.4100, 5.1051], [3.7576, 0.3839, 2.7675], [0.0550, -0.5965, -2.4639], [-1.0563, 0.0173, -3.1258], [-0.8633, 1.0772, -3.9978], [-1.9357, 1.8900, -4.3472], [-3.2022, 1.6306, -3.8401], [-3.4136, 0.4612, -3.1143], [-2.3460, -0.3442, -2.7652], [-4.4961, 2.8778, -3.9019], [-5.0482, 2.8386, -5.2327], [-3.7580, 4.1081, -3.5878], [-5.3920, 2.4668, -2.8282], [0.9486, -0.1770, -2.6822], [0.1179, -1.5980, -2.5836], [0.1423, 1.3263, -4.3262], [-1.7777, 2.7761, -4.9514], [-4.4137, 0.2446, -2.7609], [-2.4952, -1.2012, -2.1178], [4.2460, -4.7855, -0.1721], [2.6534, -4.1208, -0.0428], [2.2137, -3.6249, 1.1768], [0.9430, -3.0908, 1.2712], [0.0959, -3.0174, 0.1564], [-1.2015, -2.3647, 0.2284], [0.5577, -3.5676, -1.0477], [1.8235, -4.1105, -1.1557], [2.8698, -3.6556, 2.0376], [0.5972, -2.7045, 2.2229], [-1.6495, -2.2773, 1.2105], [-1.9113, -2.6199, -0.5512], [-0.1080, -3.5891, -1.9060], [2.1726, -4.5301, -2.0899], [-3.6914, 3.2393, -0.3037], [-2.9496, 1.9094, -0.0254], [-1.5058, 2.1342, 0.1244], [-0.9801, 2.7984, -1.0674], [-1.6125, 4.1883, -1.2716], [-2.6665, 4.3429, -0.2007], [-2.0194, 4.3287, 1.1546], [-1.2612, 2.9757, 1.2916], [-4.4652, 3.4579, 0.4302], [-4.1247, 3.2850, -1.2980], [-3.1151, 1.2258, -0.8542], [-3.3136, 1.4368, 0.8872], [-1.1942, 2.1738, -1.9233], [0.1018, 2.8726, -0.9607], [-2.1181, 4.2800, -2.2274], [-0.9076, 5.0075, -1.1366], [-3.1437, 5.2269, -0.3569], [-2.8071, 4.4499, 1.8952], [-1.3519, 5.1861, 1.2057], [-1.5889, 2.4459, 2.1852], [-0.1886, 3.1449, 1.3816]], "forces_ev_per_angstrom": [[0.670, -0.900, 0.823], [0.039, -0.029, 0.000], [-0.172, -0.081, 0.034], [0.161, -0.144, -0.718], [-0.044, -0.029, 0.041], [-0.097, 0.067, 0.106], [-0.063, -0.002, 0.005], [-0.006, -0.048, 0.068], [-0.050, -0.113, -0.151], [0.009, 0.019, -0.049], [-0.162, -0.007, -0.043], [-0.118, -0.159, -0.031], [0.203, 0.556, -0.167], [-0.007, 0.047, 0.019], [0.029, -0.003, -0.008], [0.018, 0.012, -0.017], [-0.008, 0.018, 0.006], [0.086, 0.257, 0.083], [-0.732, -0.445, 0.750], [0.114, 0.081, -0.252], [0.122, 0.099, -0.083], [-0.100, 0.081, -0.013], [0.104, -0.076, 0.133], [-0.051, 0.112, -0.231], [-0.039, -0.155, 0.081], [0.137, -0.099, -0.488], [-0.010, 0.025, 0.082], [0.005, -0.012, 0.239], [-0.062, 0.070, 0.153], [0.074, 0.105, 0.140], [0.033, -0.087, -0.181], [-0.078, -0.001, 0.013], [-0.001, -0.036, 0.034], [0.017, -0.008, 0.002], [-0.027, 0.048, -0.004], [0.061, -0.024, -0.007], [-0.086, 0.019, -0.018], [0.042, -0.011, -0.028], [-0.039, 0.038, -0.044], [0.199, -0.458, 0.038], [0.045, 1.455, -0.565], [-0.094, -0.012, 0.062], [0.101, -0.008, 0.034], [-0.033, -0.008, -0.032], [0.023, -0.015, -0.003], [-0.027, -0.175, 0.022], [-0.052, -0.184, 0.052], [0.021, -0.037, 0.011], [-0.008, 0.002, 0.021], [0.235, -0.006, 0.148], [0.050, 0.160, 0.008], [-0.248, 0.285, 0.050], [0.128, 0.024, 0.122], [-0.075, -0.039, 0.251], [0.118, -0.134, 0.016], [0.024, -0.075, -0.152], [-0.100, 0.021, -0.140], [-0.008, 0.006, 0.029], [-0.084, -0.023, -0.113], [0.020, 0.032, 0.075], [-0.026, 0.007, 0.024], [-0.044, -0.051, -0.081], [0.053, -0.012, -0.042], [-0.158, 0.018, -0.171], [0.017, 0.004, 0.031], [-0.015, 0.025, 0.010], [-0.040, -0.017, 0.000], [0.017, 0.025, 0.013], [-0.026, 0.006, 0.022], [0.017, 0.000, -0.016]]}